1.
Density functional theory data (ωB97M-V with the def2-TZVPD basis set) for a structure of composition C24H44BHfNP2.

E_LUMO (spin up / spin down) = -8.402 / -8.320 eV
net charge = +2
multiplicity = 1
Kohn-Sham gap (spin up / spin down) = 4.2 / 4.2 eV
energy above the lowest of the compared OMol25 structures with the same formula, charge and spin = 149.4 kJ/mol

Geometry (Å):
1 Hf 0.28 0.12 0.52
2 C -0.90 -1.69 2.44
3 C 0.40 -1.93 1.84
4 C 0.65 -0.56 3.71
5 C -0.74 -0.86 3.57
6 C 1.35 -1.20 2.66
7 C -2.12 -2.47 2.19
8 H -2.17 -2.93 1.21
9 H -3.04 -1.88 2.30
10 H -2.21 -3.30 2.91
11 C -1.77 -0.39 4.52
12 H -2.74 -0.82 4.28
13 H -1.85 0.70 4.49
14 H -1.54 -0.66 5.56
15 C 1.19 0.29 4.79
16 H 0.89 -0.05 5.79
17 H 0.83 1.33 4.69
18 H 2.28 0.30 4.77
19 C 2.82 -1.32 2.58
20 H 3.20 -2.11 3.23
21 H 3.33 -0.39 2.88
22 H 3.18 -1.54 1.57
23 C 0.76 -3.12 1.03
24 H 1.10 -3.95 1.66
25 H 1.57 -2.93 0.31
26 H -0.07 -3.52 0.44
27 C -1.30 1.40 -2.96
28 C -1.72 0.10 -3.20
29 C -1.15 -0.77 -4.27
30 C 0.40 -0.69 -4.39
31 C 1.13 -0.37 -3.12
32 C 1.57 0.89 -2.82
33 C 1.07 2.14 -3.51
34 C -0.42 2.17 -3.88
35 H -1.63 -0.47 -5.22
36 H 0.66 0.00 -5.23
37 H -1.44 -1.82 -4.10
38 H -0.58 1.92 -4.95
39 H -1.88 2.04 -2.27
40 H -2.75 -0.23 -2.95
41 H -0.75 3.22 -3.82
42 H 1.27 3.01 -2.87
43 H 2.63 1.00 -2.48
44 H 1.68 2.31 -4.41
45 H 0.74 -1.67 -4.75
46 H 1.45 -1.24 -2.53
47 P -2.36 -0.38 -0.75
48 C -3.87 0.64 -0.97
49 C -2.11 -2.14 -1.33
50 P 2.60 0.78 -0.33
51 C -0.87 0.38 -1.26
52 C 3.66 -0.60 -0.95
53 C 2.97 2.55 -0.66
54 H -3.79 1.52 -0.29
55 H -4.69 -0.05 -0.62
56 H -4.08 0.98 -2.00
57 H -1.52 -2.25 -2.27
58 H -3.14 -2.51 -1.48
59 H -1.60 -2.68 -0.50
60 H 2.49 2.80 -1.63
61 H 4.05 2.77 -0.67
62 H 2.43 3.15 0.10
63 H -0.48 1.43 -1.05
64 H -0.01 -0.27 -1.60
65 H 4.35 -0.89 -0.13
66 H 4.19 -0.28 -1.86
67 H 3.00 -1.45 -1.21
68 B -0.90 3.37 3.64
69 C -0.71 2.58 2.33
70 N -0.48 1.85 1.43
71 H -1.79 4.22 3.48
72 H 0.19 3.89 3.88
73 H -1.17 2.53 4.51

2.
Density functional theory data (ωB97M-V with the def2-TZVPD basis set) for a structure of composition C6H4Br4N2S.

E_LUMO (spin up / spin down) = -0.963 / -3.015 eV
⟨S²⟩ = 2.01
net charge = 0
multiplicity = 3
Kohn-Sham gap (spin up / spin down) = 6.9 / 7.0 eV

Geometry (Å):
1 C -1.07 -0.96 0.07
2 C -1.38 -1.89 0.98
3 C -0.37 1.60 0.28
4 C 0.86 1.14 -0.46
5 C -1.46 0.46 0.16
6 C 1.25 -0.27 -0.16
7 N 0.31 -1.14 -0.42
8 N 0.73 -2.45 -0.37
9 S -0.18 -3.17 0.73
10 Br -2.77 0.73 1.72
11 Br -2.34 0.59 -1.83
12 Br 1.97 -0.50 1.66
13 Br 2.77 -1.01 -1.42
14 H 0.01 1.60 1.28
15 H -0.81 2.42 -0.20
16 H 0.64 1.07 -1.52
17 H 1.83 1.79 -0.51

3.
Density functional theory data (ωB97M-V with the def2-TZVPD basis set) for the ion C5H9N2 with charge +1.

E_LUMO = -3.280 eV
net charge = +1
multiplicity = 1
Kohn-Sham gap = 10.1 eV
energy above the lowest of the compared OMol25 structures with the same formula, charge and spin = 297.2 kJ/mol
structure (SMILES) = N[C@]12[C@@H]3[C@H]1C[NH2+][C@@H]32

Geometry (Å):
1 N -1.24 -0.84 1.80
2 C -0.39 -0.28 0.88
3 C 0.83 0.58 0.87
4 C -0.41 1.04 0.15
5 C -0.25 0.84 -1.35
6 N 0.64 -0.36 -1.38
7 C 0.83 -0.68 0.07
8 H -1.99 -1.39 1.42
9 H -0.80 -1.30 2.58
10 H 1.51 1.03 1.55
11 H -0.99 1.87 0.51
12 H -1.20 0.64 -1.84
13 H 0.23 1.69 -1.83
14 H 0.21 -1.15 -1.89
15 H 1.54 -0.15 -1.83
16 H 1.46 -1.53 0.28

4.
Density functional theory data (ωB97M-V with the def2-TZVPD basis set) for the molecule C2H2OP2.

E_LUMO = -1.258 eV
net charge = 0
multiplicity = 1
Kohn-Sham gap = 7.7 eV
energy above the lowest of the compared OMol25 structures with the same formula, charge and spin = 254.2 kJ/mol
structure (SMILES) = C#P=CP=O

Geometry (Å):
1 C -0.16 -1.27 0.05
2 P -0.83 0.13 -0.49
3 C 0.40 1.33 0.03
4 P 1.80 0.84 0.89
5 O 1.85 -0.66 0.97
6 H -0.16 -2.21 0.50
7 H -0.04 2.35 -0.08

Which formula does entry 3 have? C5H9N2